The following is a DFT calculation (ωB97M-V with the def2-TZVPD basis set) of C51H47ILuN5OP2S3 as an isolated structure.

Output
HOMO level: -0.2446 Ha
strongest force on any atom: 0.468 eV Å⁻¹
total energy: -155958.3195 eV
net charge: 0

Last column: Mulliken charge in e.
CARTESIAN COORDINATES (ANGSTROEM)
Lu 0.119 -1.377 1.136  0.97
I 0.457 -4.442 3.021  0.23
S -0.480 3.323 3.734  -0.53
S -1.375 -0.233 -0.857  -0.63
S 0.581 -3.691 -0.490  -0.67
P 1.603 -2.281 -1.521  2.35
P 0.519 0.368 -1.330  2.09
O -1.987 -2.780 0.919  -0.52
N -2.346 -0.676 4.901  -0.21
N 2.412 -2.704 1.754  1.25
N -1.028 1.375 2.114  0.69
N -1.919 -1.547 2.791  0.32
N -3.883 -2.063 3.757  0.11
C -0.540 0.764 -3.927  -0.03
C 3.613 -4.201 -1.880  -0.83
C -2.107 4.862 2.015  -1.18
C 3.603 -2.279 1.337  -0.35
C -3.173 3.708 0.159  0.33
C 0.257 3.132 -1.057  -0.40
C 3.405 -4.778 2.413  -0.82
C 2.028 3.326 1.062  -0.70
C -0.377 1.661 3.191  0.56
C -4.705 5.048 -1.361  -2.36
C -0.900 -2.669 -4.739  -0.84
C 0.523 4.369 -0.493  -0.64
C -2.919 4.873 0.897  -0.45
C 2.337 -3.911 2.291  -0.30
C -1.508 3.668 2.391  1.46
C -2.571 2.524 0.555  -0.33
C 4.339 -1.911 -1.933  0.29
C 1.764 2.089 0.491  -0.25
C 0.559 0.849 -3.089  0.98
C 1.379 0.223 6.142  -0.95
C 0.938 -0.475 3.356  0.95
C -2.527 -2.419 1.955  -0.35
C -5.185 2.659 -0.893  -1.78
C 1.844 1.832 -4.875  -0.83
C -3.218 3.287 -2.298  -1.60
C 1.409 4.467 0.571  -0.85
C 4.637 -4.334 1.954  -0.52
C 4.744 -3.061 1.424  -0.88
C -3.866 -2.843 2.527  -0.59
C 5.934 -3.683 -2.236  -0.58
C -0.383 -2.681 -3.453  -0.50
C -0.104 -2.288 -5.809  -0.52
C 3.320 -2.844 -1.788  0.01
C 1.753 1.386 -3.570  -0.92
C -1.712 2.501 1.647  -1.76
C 4.916 -4.619 -2.097  -0.68
C -2.707 -1.406 3.852  0.23
C 0.632 1.037 5.312  -0.22
C 1.732 -1.932 -4.305  -0.39
C -4.064 3.689 -1.085  2.51
C 1.725 -1.225 4.253  -0.33
C -4.867 -2.205 4.801  -1.10
C -0.448 1.209 -5.241  -1.13
C 1.942 -0.913 5.590  -1.17
C 0.428 0.698 3.966  -0.38
C 0.938 -2.311 -3.225  0.44
C 1.626 -0.757 -0.757  -1.85
C 0.873 1.984 -0.569  0.44
C 5.643 -2.329 -2.160  -0.72
C 1.215 -1.916 -5.589  -0.63
C 0.738 1.744 -5.714  -0.61
H -3.370 5.808 0.598  0.49
H -1.417 -0.268 4.896  0.04
H -3.885 -3.918 2.719  0.33
H -2.773 2.299 -2.161  0.23
H -1.938 5.773 2.575  0.44
H -0.997 -2.980 -2.612  0.32
H -0.510 -2.281 -6.812  0.40
H 2.262 1.198 0.864  0.04
H -1.464 0.343 -3.553  0.61
H 6.951 -4.010 -2.409  0.38
H -5.832 2.640 -1.773  0.49
H 2.720 3.396 1.893  0.45
H 5.684 -2.680 1.054  0.49
H 6.433 -1.596 -2.273  0.42
H 1.613 5.431 1.018  0.40
H 2.610 1.455 -2.909  0.32
H -4.647 -3.038 5.473  0.32
H -1.308 1.131 -5.893  0.49
H 5.504 -4.978 2.020  0.41
H 2.764 -1.640 -4.147  0.35
H 1.527 0.481 7.182  0.39
H -5.316 5.385 -0.522  0.46
H -1.930 -2.959 -4.903  0.43
H -5.796 2.905 -0.023  0.39
H 0.196 1.941 5.720  0.42
H -2.713 1.611 0.000  0.37
H 2.555 -1.567 6.199  0.46
H -3.835 3.263 -3.199  0.64
H -5.844 -2.368 4.348  0.35
H 3.610 -1.287 0.902  0.21
H 4.092 -0.858 -1.847  0.13
H 2.817 -4.925 -1.754  0.43
H 2.773 2.253 -5.238  0.41
H 3.277 -5.758 2.849  0.53
H 0.032 5.253 -0.880  0.40
H -3.957 5.816 -1.567  0.42
H -5.352 4.975 -2.236  0.43
H 0.806 2.091 -6.737  0.38
H -0.428 3.065 -1.894  0.24
H -2.406 3.999 -2.463  0.27
H 1.843 -1.613 -6.417  0.44
H 2.219 -2.122 3.909  0.49
H 5.140 -5.676 -2.159  0.43
H -2.887 -0.647 5.745  0.20
H -4.785 1.655 -0.755  0.24
H -4.938 -1.284 5.378  0.38
H -4.686 -2.583 1.855  0.32

=====

The following is a DFT calculation (ωB97M-V with the def2-TZVPD basis set) of a 4-piece molecular cluster, C23H59NO6Si6 overall in a non-equilibrium geometry.

Output
HOMO level: -0.3596 Ha
structure (SMILES): C[Si](C)(C)O[Si](C)(C)C.C[Si](C)(C)O[Si](C)(C)C.C[Si](C)(C)O[Si](C)(C)C.NCC1=CC(=O)OC1=O
strongest force on any atom: 9.674 eV Å⁻¹
total energy: -85858.0063 eV
net charge: 0

Last column: Mulliken charge in e.
CARTESIAN COORDINATES (ANGSTROEM)
Si -2.678 1.096 -6.839  0.41
Si 0.861 -6.323 1.335  0.42
Si 2.534 -3.927 2.496  0.30
Si -5.071 3.118 -7.093  0.46
Si 1.582 4.428 6.788  0.48
Si 2.128 2.429 4.424  0.38
O 1.643 -4.839 1.403  -0.30
O 2.278 0.333 0.312  0.04
O -0.156 0.741 0.765  -0.53
O 4.274 -0.309 -1.064  -0.56
O 2.205 3.827 5.350  -0.52
O -4.234 1.713 -6.715  -0.41
N -1.639 -1.492 -1.511  -0.67
C -4.993 3.450 -8.943  -1.00
C 2.954 -0.156 -0.919  0.41
C -0.490 -6.411 2.643  -1.00
C 4.077 -4.864 3.024  -1.02
C 2.082 -7.721 1.642  -1.01
C -0.745 -0.632 -2.429  0.08
C 1.505 -3.555 4.026  -1.04
C -4.322 4.588 -6.188  -1.00
C 3.177 2.575 2.873  -0.64
C 2.101 3.338 8.231  -1.00
C -2.573 -0.647 -6.145  -0.97
C 0.065 -6.603 -0.343  -1.02
C 0.353 2.090 3.898  -0.83
C 1.950 -0.580 -2.150  -0.53
C 0.839 0.310 -0.056  0.29
C -1.469 2.176 -5.885  -1.00
C -6.880 2.992 -6.600  -1.02
C 0.609 -0.305 -1.558  0.45
C -2.139 1.039 -8.641  -1.00
C 2.194 6.172 7.126  -1.03
C 3.074 -2.292 1.744  -0.60
C 2.751 0.954 5.412  -0.74
C -0.298 4.473 6.717  -1.01
H -0.065 2.957 3.378  0.27
H -0.466 -1.360 -3.332  0.24
H -3.303 4.779 -6.536  0.29
H 3.653 -1.712 2.470  0.30
H -1.266 -1.462 -0.525  0.27
H -0.273 1.873 4.767  0.33
H -4.917 5.490 -6.364  0.38
H -0.438 -7.575 -0.367  0.30
H 0.817 -6.589 -1.138  0.29
H 2.207 -1.697 1.445  -0.18
H -0.058 -6.378 3.646  0.29
H 2.833 3.403 2.247  0.30
H -0.678 -5.829 -0.555  0.25
H 2.275 -0.988 -3.198  0.35
H 1.778 6.546 8.067  0.30
H 1.771 3.773 9.180  0.38
H 0.310 1.228 3.223  0.27
H 3.810 -5.767 3.581  0.29
H 3.114 1.654 2.285  -0.05
H 1.892 6.851 6.325  0.28
H 0.562 -3.075 3.746  0.29
H -1.518 -2.512 -1.785  0.27
H -7.369 2.167 -7.125  0.29
H -1.163 0.554 -8.737  0.37
H -1.401 3.171 -6.335  0.32
H -1.182 -5.570 2.536  0.27
H 2.046 -2.884 4.701  0.41
H 2.782 0.058 4.785  0.09
H 2.481 -7.671 2.659  0.29
H 2.918 -7.661 0.940  0.28
H -0.469 1.731 -5.889  0.39
H -2.863 0.479 -9.239  0.27
H -5.358 2.585 -9.504  0.28
H -3.966 3.655 -9.255  0.29
H -1.306 0.324 -2.829  -0.01
H 3.189 3.231 8.259  0.27
H -7.407 3.917 -6.852  0.30
H 1.659 2.341 8.142  0.29
H -3.241 -1.322 -6.688  0.33
H 4.705 -4.239 3.667  0.37
H -1.553 -1.032 -6.234  0.29
H -0.707 3.461 6.650  0.29
H -2.059 2.049 -9.052  0.29
H 3.285 6.192 7.204  0.28
H 4.664 -5.160 2.150  0.29
H -1.793 2.289 -4.847  0.29
H -0.634 5.038 5.843  0.28
H 1.593 -8.692 1.513  0.37
H -2.852 -0.661 -5.087  0.25
H -1.059 -7.342 2.546  0.38
H 3.758 1.145 5.792  0.32
H -5.609 4.318 -9.205  0.38
H 1.275 -4.475 4.571  0.31
H -4.291 4.401 -5.112  0.27
H 3.701 -2.458 0.863  0.35
H -0.707 4.948 7.614  0.38
H 4.227 2.745 3.128  0.35
H -6.979 2.826 -5.523  0.28
H 2.094 0.752 6.263  0.30

=====

The following is a DFT calculation (ωB97M-V with the def2-TZVPD basis set) of a 2-piece molecular cluster, C3H6S2 overall in a non-equilibrium geometry.

Output
energy relative to the best compared isomer or geometry (same formula, charge and spin): 96.0 kcal/mol
HOMO level: -0.3283 Ha
strongest force on any atom: 4.021 eV Å⁻¹
total energy: -24874.5449 eV
net charge: 0

Last column: Mulliken charge in e.
CARTESIAN COORDINATES (ANGSTROEM)
S 2.901 -1.349 -0.890  -0.16
S 2.506 0.683 -0.326  0.15
C -2.538 0.205 -0.739  -0.46
C 1.927 0.505 1.182  -0.53
C -1.472 -0.062 0.071  -0.37
H 1.621 1.383 1.670  0.35
H -2.796 1.229 -1.022  0.21
H -0.814 0.687 0.530  0.10
H 3.050 -1.731 0.275  0.18
H -3.189 -0.550 -1.167  0.24
H -1.197 -1.000 0.415  0.29

=====

The following is a DFT calculation (ωB97M-V with the def2-TZVPD basis set) of a 2-piece molecular cluster, C5H13N overall in a non-equilibrium geometry.

Output
energy relative to the best compared isomer or geometry (same formula, charge and spin): 51.0 kcal/mol
HOMO level: -0.3012 Ha
structure (SMILES): C=CN.CCC
strongest force on any atom: 4.885 eV Å⁻¹
total energy: -6883.9874 eV
net charge: 0

Last column: Mulliken charge in e.
CARTESIAN COORDINATES (ANGSTROEM)
N 1.455 -1.505 -1.457  -0.44
C 2.291 -0.886 -2.424  0.20
C 3.324 -1.492 -3.035  -0.82
C -0.941 0.929 0.585  -1.00
C -1.260 0.814 2.140  -0.17
C -2.730 1.059 2.486  -1.28
H -0.689 1.706 2.692  0.19
H -1.647 0.449 -0.126  0.35
H -1.330 1.963 0.395  0.29
H -0.974 -0.141 2.596  0.33
H -3.078 0.791 3.536  0.28
H 2.146 0.192 -2.617  0.24
H -2.952 2.021 2.245  0.39
H 0.717 -0.888 -1.216  0.20
H 3.742 -2.529 -2.935  0.20
H 1.306 -2.497 -1.425  0.20
H -3.343 0.465 1.877  0.37
H 3.937 -1.037 -3.803  0.22
H 0.025 0.585 0.484  0.25

=====

The following is a DFT calculation (ωB97M-V with the def2-TZVPD basis set) of C45H96NO30S9V as an isolated structure in a non-equilibrium geometry.

Output
HOMO level: -0.2386 Ha
strongest force on any atom: 6.493 eV Å⁻¹
total energy: -234319.4555 eV
net charge: 0

Last column: Mulliken charge in e.
CARTESIAN COORDINATES (ANGSTROEM)
V -12.848 -16.029 -10.116  1.58
S -13.230 -5.098 -11.898  0.58
S -9.813 -8.838 -14.372  0.46
S -13.220 -13.555 0.033  0.45
S -24.658 -14.051 -6.115  0.45
S -15.343 -12.496 -18.442  0.48
S -9.440 -13.505 -7.863  0.44
S -13.202 -7.635 -3.578  0.58
S -21.334 -6.879 -3.241  0.48
S -20.823 -7.185 -15.745  0.48
O -15.528 -13.212 -9.274  -0.52
O -21.473 -8.502 -16.151  -0.57
O -25.763 -9.112 -10.691  -0.32
O -12.083 -8.633 -3.570  -0.65
O -23.850 -14.671 -7.220  -0.56
O -25.668 -7.595 -9.052  -0.33
O -23.802 -12.617 -15.063  -0.34
O -21.250 -5.505 -3.882  -0.63
O -10.436 -7.426 -14.538  -0.60
O -20.988 -18.054 -15.500  -0.57
O -19.380 -5.074 -8.128  -0.56
O -20.244 -13.728 -1.869  -0.27
O -18.707 -17.540 -15.563  -0.29
O -12.294 -15.171 -11.371  -0.66
O -14.922 -11.066 -18.156  -0.61
O -10.315 -14.715 -8.205  -0.58
O -14.713 -13.757 -0.230  -0.59
O -24.920 -13.722 -13.513  -0.33
O -18.177 -3.270 -7.548  -0.35
O -19.406 -19.618 -15.335  -0.32
O -17.333 -5.247 -7.170  -0.26
O -27.356 -9.261 -8.960  -0.56
O -22.138 -12.782 -1.143  -0.59
O -12.959 -3.761 -11.210  -0.64
O -19.466 -19.725 -10.137  -0.62
O -20.954 -14.255 0.033  -0.36
O -14.031 -16.893 -10.754  -0.70
O -18.218 -18.376 -8.806  -0.33
O -20.338 -17.834 -9.035  -0.33
O -25.943 -13.134 -15.445  -0.60
N -16.898 -12.694 -9.183  0.63
C -19.781 -18.330 -15.445  0.66
C -24.109 -14.580 -4.388  -0.89
C -24.973 -13.139 -14.682  0.67
C -9.194 -8.977 -12.703  -0.75
C -15.001 -13.366 -16.838  -0.76
C -23.602 -13.729 -13.011  -0.17
C -19.987 -7.795 -3.975  -0.84
C -12.851 -12.190 1.280  -0.86
C -17.532 -13.598 -11.433  -1.90
C -18.744 -11.556 -7.868  -1.26
C -13.004 -6.373 -10.499  -0.84
C -19.963 -7.318 -14.114  -0.85
C -16.825 -3.061 -7.150  -0.33
C -24.451 -7.405 -9.666  -0.25
C -19.078 -12.034 -10.342  -1.16
C -19.815 -16.847 -8.210  -0.07
C -16.370 -4.395 -6.540  -0.20
C -24.590 -8.320 -10.955  -0.20
C -19.332 -18.731 -9.379  0.63
C -19.753 -15.025 -0.107  -0.28
C -19.401 -11.095 -9.180  -0.84
C -15.035 -5.306 -12.032  -0.85
C -19.301 -7.057 -16.790  -0.93
C -17.506 -18.183 -15.139  -0.30
C -26.378 -8.649 -9.498  0.65
C -24.124 -12.255 -6.124  -0.94
C -22.836 -12.908 -14.080  -0.18
C -11.289 -10.014 -14.355  -0.85
C -10.563 -12.293 -6.985  -0.88
C -16.493 -10.377 -8.079  -1.62
C -21.159 -13.489 -1.012  0.71
C -14.388 -7.943 -2.206  -0.96
C -12.407 -6.225 -2.630  -0.99
C -17.973 -19.692 -15.297  -0.29
C -16.811 -12.523 -6.656  -1.81
C -17.156 -12.577 -18.456  -0.84
C -18.390 -17.219 -8.033  -0.05
C -19.598 -14.975 -1.590  -0.34
C -17.198 -11.787 -7.982  1.53
C -18.340 -4.593 -7.755  0.66
C -17.538 -12.366 -10.520  1.94
C -22.730 -7.677 -4.107  -0.87
C -9.272 -12.310 -9.258  -1.00
C -16.834 -11.250 -11.262  -1.96
C -12.738 -12.807 -1.577  -0.67
H -11.651 -12.762 -1.641  0.34
H -16.961 -9.832 -8.898  0.19
H -19.406 -11.378 -11.148  0.34
H -15.726 -12.533 -6.553  0.42
H -19.073 -10.070 -9.353  0.32
H -15.787 -11.508 -11.423  0.38
H -11.946 -5.635 -3.422  0.32
H -10.219 -12.194 -9.786  0.33
H -20.483 -11.002 -9.098  0.47
H -19.370 -6.903 -17.867  0.34
H -8.776 -9.983 -12.665  0.30
H -18.858 -14.614 0.361  0.27
H -23.744 -8.996 -11.078  0.22
H -24.423 -6.395 -10.074  0.30
H -17.746 -16.405 -8.366  0.12
H -16.377 -4.449 -5.452  0.27
H -8.397 -8.269 -12.472  0.37
H -20.617 -7.471 -13.256  0.27
H -22.528 -11.953 -13.654  0.20
H -14.959 -8.861 -2.342  0.33
H -13.250 -13.120 -2.487  0.34
H -16.986 -18.060 -14.188  0.25
H -17.243 -11.203 -12.271  0.47
H -18.591 -6.293 -16.472  0.35
H -10.918 -12.847 -6.116  0.30
H -11.757 -9.976 -15.339  0.32
H -11.790 -11.964 1.384  0.36
H -16.315 -2.843 -8.089  0.26
H -15.243 -6.290 -12.451  0.38
H -12.043 -9.793 -13.600  0.22
H -24.586 -13.892 -3.691  0.35
H -23.624 -7.124 -3.819  0.35
H -23.529 -7.663 -9.144  0.24
H -17.524 -20.211 -16.144  0.27
H -17.604 -20.120 -14.365  0.29
H -19.218 -12.502 -7.605  0.38
H -23.116 -14.674 -12.766  0.27
H -23.616 -13.104 -12.117  0.21
H -22.772 -7.673 -5.196  0.25
H -15.521 -14.324 -16.800  0.27
H -19.405 -6.432 -13.808  0.38
H -8.781 -11.375 -8.991  0.39
H -24.264 -11.926 -7.154  0.31
H -17.476 -13.618 -18.504  0.33
H -13.931 -13.574 -16.843  0.30
H -22.840 -8.691 -3.720  0.32
H -24.423 -15.621 -4.307  0.37
H -13.211 -11.232 0.905  0.22
H -18.869 -10.775 -7.118  0.52
H -15.533 -4.440 -12.468  0.33
H -8.550 -12.724 -9.961  0.37
H -20.009 -8.811 -3.581  0.35
H -19.749 -12.894 -10.344  0.43
H -16.604 -17.957 -15.707  0.31
H -21.968 -13.415 -14.502  0.25
H -11.346 -11.937 -7.655  0.26
H -17.155 -13.556 -6.611  0.26
H -13.766 -6.283 -9.725  0.23
H -12.047 -6.269 -9.987  0.33
H -20.317 -16.908 -7.245  0.24
H -16.542 -14.026 -11.589  0.40
H -13.209 -7.332 -10.974  0.31
H -23.022 -14.633 -4.326  0.22
H -19.847 -15.891 -2.124  0.29
H -18.538 -14.747 -1.697  0.26
H -18.747 -7.995 -16.753  0.28
H -13.153 -5.505 -2.293  0.36
H -18.025 -13.554 -12.404  0.41
H -19.342 -8.212 -14.066  0.25
H -15.370 -12.784 -15.994  0.25
H -13.876 -8.115 -1.259  0.30
H -15.450 -10.551 -8.343  0.32
H -17.179 -12.078 -5.732  0.40
H -19.057 -7.384 -3.584  0.33
H -16.794 -2.220 -6.457  0.29
H -16.887 -10.251 -10.830  0.30
H -11.774 -6.519 -1.793  0.32
H -18.173 -17.474 -6.995  0.28
H -19.917 -16.087 0.076  0.30
H -23.144 -12.086 -5.678  0.30
H -10.038 -11.439 -6.556  0.39
H -13.047 -11.773 -1.423  0.08
H -15.542 -5.464 -11.080  0.18
H -13.263 -12.301 2.283  0.33
H -19.951 -15.928 -8.781  0.11
H -17.474 -12.136 -17.511  0.25
H -15.038 -7.074 -2.100  0.37
H -19.973 -7.648 -5.055  0.25
H -17.634 -12.105 -19.314  0.32
H -10.951 -11.043 -14.233  0.35
H -24.619 -7.635 -11.802  0.24
H -18.163 -14.367 -10.988  0.25
H -10.100 -8.817 -12.119  0.17
H -16.650 -9.798 -7.168  0.48
H -15.389 -4.638 -6.948  0.21
H -24.801 -11.670 -5.501  0.38

=====

The following is a DFT calculation (ωB97M-V with the def2-TZVPD basis set) of a 2-piece molecular cluster, C5H13N3 overall in a non-equilibrium geometry.

Output
energy relative to the best compared isomer or geometry (same formula, charge and spin): 43.2 kcal/mol
HOMO level: -0.6715 Ha
strongest force on any atom: 4.564 eV Å⁻¹
total energy: -9846.5304 eV
net charge: +2

Last column: Mulliken charge in e.
CARTESIAN COORDINATES (ANGSTROEM)
N 0.487 -0.923 0.987  -0.42
N -1.508 -0.708 -3.519  0.01
N 0.977 0.865 2.330  -0.20
C -2.010 -1.143 -2.156  -0.53
C 0.152 0.200 1.640  0.38
C 0.860 1.788 3.454  -0.75
C -0.679 -0.623 -2.614  0.60
C 0.646 -0.182 -2.172  -0.74
H -0.255 -1.445 0.581  0.20
H 1.477 2.643 3.276  0.32
H 1.206 1.323 4.475  0.30
H -2.257 -2.266 -1.932  0.27
H -0.180 2.176 3.594  0.33
H 1.392 -1.312 0.900  0.22
H 2.013 0.537 2.274  0.31
H -1.747 -0.479 -4.409  0.21
H 0.972 -0.157 -1.134  0.15
H 0.945 0.804 -2.510  0.38
H -0.949 0.375 1.674  0.31
H -2.852 -0.573 -1.922  0.32
H 1.309 -0.899 -2.819  0.34